Here is a cluster of 2 separate species, C3H10NO in total at a distorted geometry from the OMol25 dataset. Energies are from the ωB97M-V functional and the def2-TZVPD basis.

Values from the calculation:
- Net charge: +1
- HOMO energy: -14.8 eV
- DFT total energy: -6803.697 eV
- Orbital gap: 11.35 eV
- Energy above the lowest of the compared OMol25 structures with the same formula, charge and spin: 14.1 kcal/mol

Each atom is followed by the atoms it is bonded to, with distances in Å.
Geometry (Å):
1 C 1.791 -0.560 0.692  C2 1.492, H5 1.079, H6 1.087, H7 1.083
2 C 0.384 -0.905 0.333  C1 1.492, C3 1.313, N4 1.521
3 C -0.146 -2.102 0.227  C2 1.313, H8 1.073, H9 1.075
4 N -0.555 0.258 0.052  C2 1.521, H10 1.020, H11 1.020, H12 1.019
5 H 2.497 -1.102 0.081  C1 1.079
6 H 2.034 0.493 0.577  C1 1.087
7 H 2.011 -0.779 1.730  C1 1.083
8 H -1.172 -2.284 -0.031  C3 1.073
9 H 0.446 -2.981 0.409  C3 1.075
10 H -0.909 0.187 -0.902  N4 1.020
11 H -0.096 1.168 0.105  N4 1.020
12 H -1.306 0.256 0.741  N4 1.019
13 H -0.967 3.011 -1.654  O15 0.966
14 H -2.363 2.947 -1.002  O15 0.970
15 O -1.650 2.395 -1.360  H13 0.966, H14 0.970

Results of the Löwdin charge analysis, in e, for atoms 1 through 6: number 1, C, carries -0.0254; number 2, C, carries -0.3113; number 3, C, carries 0.1070; number 4, N, carries 0.2192; number 5, H, carries 0.0962; number 6, H, carries 0.0833